Entry 1:
{"formula": "C5H13N2", "method": "wB97M-V/def2-TZVPD", "symbols": ["C", "N", "C", "C", "C", "C", "N", "H", "H", "H", "H", "H", "H", "H", "H", "H", "H", "H", "H", "H"], "coordinates": [[-3.33, 0.30, 0.80], [-2.16, -0.58, 0.90], [-1.06, -0.31, 0.19], [0.24, -0.25, 0.57], [1.16, 0.84, 0.06], [1.80, 0.47, -1.29], [2.93, -0.50, -0.98], [-2.97, 1.32, 0.94], [-3.81, 0.22, -0.17], [-4.03, 0.15, 1.62], [-2.07, -0.97, 1.82], [-1.17, 0.29, -0.71], [0.56, -0.75, 1.48], [1.92, 1.13, 0.80], [0.56, 1.72, -0.17], [1.08, -0.11, -1.86], [2.24, 1.32, -1.82], [2.54, -1.31, -0.54], [3.52, -0.08, -0.26], [3.50, -0.85, -1.76]], "mulliken_charge": [-0.876, -0.276, -0.202, -0.403, -0.864, -0.539, -0.316, 0.329, 0.275, 0.341, 0.267, 0.335, 0.343, 0.486, 0.320, 0.394, 0.371, 0.328, 0.338, 0.349], "smiles": "CN/C=C/CC[NH3+]", "e_tot_ev": -8368.1708, "total_charge": 1, "e_homo_ev": -11.22, "e_above_lowest_ev": 2.640}


Entry 2:
{"formula": "C5H13N2", "method": "wB97M-V/def2-TZVPD", "symbols": ["C", "C", "C", "N", "H", "H", "H", "H", "H", "H", "H", "C", "C", "N", "H", "H", "H", "H", "H", "H"], "coordinates": [[0.57, -0.54, -1.72], [0.79, -1.55, -0.62], [-0.15, -2.22, 0.06], [0.16, -3.13, 1.11], [-0.45, -0.04, -1.70], [1.32, 0.26, -1.63], [0.67, -0.95, -2.74], [1.83, -1.80, -0.33], [-1.27, -2.16, -0.19], [-0.55, -3.06, 1.84], [1.10, -3.01, 1.53], [-0.24, 2.43, 0.27], [-1.51, 2.90, 0.21], [0.19, 1.15, 0.79], [0.58, 3.06, -0.07], [-1.52, 3.95, -0.04], [-2.45, 2.38, 0.43], [-0.35, 0.92, 1.63], [0.08, 0.32, 0.12], [1.19, 1.10, 1.06]], "mulliken_charge": [-1.189, -0.440, 0.266, -0.565, 0.358, 0.375, 0.323, 0.253, 0.299, 0.265, 0.252, -0.030, -0.667, -0.193, 0.300, 0.254, 0.287, 0.425, 0.003, 0.426], "e_tot_ev": -8367.7052, "total_charge": 1, "e_homo_ev": -12.05, "e_above_lowest_ev": 3.105}


Entry 3:
{"formula": "C5H13N2", "method": "wB97M-V/def2-TZVPD", "symbols": ["C", "C", "C", "C", "N", "C", "N", "H", "H", "H", "H", "H", "H", "H", "H", "H", "H", "H", "H", "H"], "coordinates": [[-1.60, -1.54, 1.74], [-1.96, -0.47, 0.69], [-1.06, 0.77, 0.73], [0.43, 0.49, 0.57], [0.71, -0.34, -0.61], [1.58, -0.04, -1.53], [2.05, 1.17, -1.77], [-0.53, -1.68, 1.90], [-1.97, -2.52, 1.46], [-2.09, -1.32, 2.69], [-2.96, -0.12, 0.93], [-1.96, -0.92, -0.29], [-1.21, 1.41, 1.60], [-1.36, 1.39, -0.13], [0.94, 1.45, 0.50], [0.81, -0.03, 1.46], [0.57, -1.34, -0.52], [1.98, -0.85, -2.13], [1.57, 2.01, -1.51], [2.78, 1.27, -2.46]], "mulliken_charge": [-1.110, -0.491, -0.518, -0.845, 0.018, 0.107, -0.316, 0.279, 0.308, 0.338, 0.361, 0.328, 0.375, 0.305, 0.379, 0.312, 0.318, 0.362, 0.231, 0.262], "smiles": "CCCC/[NH+]=C\\N", "e_tot_ev": -8369.9522, "total_charge": 1, "e_homo_ev": -15.02, "e_above_lowest_ev": 0.858}


Entry 4:
{"formula": "C5H13N2", "method": "wB97M-V/def2-TZVPD", "symbols": ["C", "C", "N", "C", "C", "C", "N", "H", "H", "H", "H", "H", "H", "H", "H", "H", "H", "H", "H", "H"], "coordinates": [[2.21, -0.12, -0.88], [1.50, -0.23, 0.25], [1.62, -1.28, 1.15], [0.33, 0.68, 0.53], [-0.98, -0.02, 0.21], [-2.21, 0.83, 0.49], [-0.94, -0.33, -1.28], [2.06, 0.73, -1.54], [3.01, -0.82, -1.06], [1.52, -1.06, 2.13], [2.40, -1.91, 1.01], [0.33, 0.97, 1.59], [0.46, 1.59, -0.07], [-0.98, -1.00, 0.67], [-2.12, 1.75, -0.07], [-3.14, 0.31, 0.27], [-2.25, 1.08, 1.55], [-1.77, -0.85, -1.57], [-0.09, -0.85, -1.54], [-0.92, 0.52, -1.84]], "mulliken_charge": [-1.012, 0.495, -0.447, -0.872, 0.023, -1.382, -0.284, 0.295, 0.274, 0.223, 0.233, 0.430, 0.326, 0.421, 0.385, 0.420, 0.363, 0.387, 0.336, 0.386], "smiles": "C=C(N)C[C@@H](C)[NH3+]", "e_tot_ev": -8369.7017, "total_charge": 1, "e_homo_ev": -12.44, "e_above_lowest_ev": 1.109}


Entry 5:
{"formula": "C5H13N2", "method": "wB97M-V/def2-TZVPD", "symbols": ["C", "C", "C", "C", "C", "N", "N", "H", "H", "H", "H", "H", "H", "H", "H", "H", "H", "H", "H", "H"], "coordinates": [[2.56, -0.06, 0.59], [-1.46, -0.96, -1.45], [-0.96, -1.06, 0.90], [-0.81, 0.99, -0.21], [-1.64, -0.20, -0.14], [3.79, 0.29, 0.84], [-1.18, 2.19, -0.21], [2.55, -1.08, -0.07], [-1.85, -1.83, -1.11], [-0.46, -0.99, -1.68], [-1.91, -0.50, -2.29], [-1.10, -0.61, 1.93], [0.16, -1.16, 0.64], [-1.23, -2.14, 0.82], [0.30, 0.86, -0.32], [-2.72, 0.06, 0.17], [4.57, -0.25, 0.65], [-2.15, 2.32, -0.06], [-0.57, 2.99, -0.44], [4.11, 1.14, 1.45]], "mulliken_charge": [-0.331, -1.424, -0.997, 0.078, 0.314, -0.217, -0.149, 0.085, 0.454, 0.397, 0.382, 0.327, 0.152, 0.383, 0.127, 0.335, 0.243, 0.283, 0.294, 0.264], "e_tot_ev": -8366.1628, "total_charge": 1, "e_homo_ev": -11.91, "e_above_lowest_ev": 4.648}


Entry 6:
{"formula": "C5H13N2", "method": "wB97M-V/def2-TZVPD", "symbols": ["C", "C", "C", "C", "C", "N", "N", "H", "H", "H", "H", "H", "H", "H", "H", "H", "H", "H", "H", "H"], "coordinates": [[-0.55, 0.33, -2.51], [0.33, 0.21, -1.24], [-0.46, 0.64, 0.10], [0.31, 0.30, 1.27], [-0.38, -0.39, 2.42], [-0.66, -1.80, 1.92], [1.54, 0.98, -1.32], [-0.07, -0.35, -3.21], [-1.52, -0.07, -2.24], [-0.58, 1.39, -2.77], [0.49, -0.86, -1.07], [-0.61, 1.72, 0.04], [-1.46, 0.23, 0.17], [1.09, 0.86, 1.79], [0.31, -0.46, 3.26], [-0.40, -2.53, 2.57], [-0.27, -1.88, 1.00], [1.99, 0.83, -2.22], [-1.34, 0.07, 2.65], [2.23, 0.78, -0.59]], "mulliken_charge": [-1.333, 0.465, -0.742, -0.126, -0.493, -0.451, -0.597, 0.395, 0.364, 0.388, 0.268, 0.402, 0.455, 0.390, 0.397, 0.258, 0.206, 0.282, 0.278, 0.193], "e_tot_ev": -8365.9409, "total_charge": 1, "e_homo_ev": -13.86, "e_above_lowest_ev": 4.869}


Entry 7:
{"formula": "C5H13N2", "method": "wB97M-V/def2-TZVPD", "symbols": ["C", "C", "C", "C", "H", "H", "H", "H", "H", "H", "H", "H", "N", "C", "N", "H", "H", "H", "H", "H"], "coordinates": [[0.17, 3.04, -0.66], [-0.11, 1.79, 0.11], [-1.00, 0.88, -0.29], [-1.61, -0.20, 0.57], [-0.06, 2.86, -1.72], [-0.46, 3.85, -0.29], [1.20, 3.39, -0.63], [0.39, 1.73, 1.08], [-1.41, 0.95, -1.30], [-1.01, -0.34, 1.47], [-2.58, 0.14, 0.94], [-1.72, -1.16, 0.07], [0.79, -2.68, 1.11], [1.21, -2.41, -0.11], [1.34, -1.24, -0.68], [0.42, -1.95, 1.68], [0.62, -3.65, 1.34], [1.48, -3.29, -0.68], [1.57, -1.29, -1.66], [0.76, -0.43, -0.35]], "mulliken_charge": [-1.257, 0.395, -0.451, -1.016, 0.312, 0.310, 0.353, 0.308, 0.254, 0.144, 0.352, 0.339, -0.257, 0.139, -0.271, 0.222, 0.258, 0.385, 0.283, 0.197], "e_tot_ev": -8369.3657, "total_charge": 1, "e_homo_ev": -13.01, "e_above_lowest_ev": 1.445}


Entry 8:
{"formula": "C5H13N2", "method": "wB97M-V/def2-TZVPD", "symbols": ["C", "C", "C", "C", "C", "N", "N", "H", "H", "H", "H", "H", "H", "H", "H", "H", "H", "H", "H", "H"], "coordinates": [[0.76, -0.64, -0.22], [-0.07, 1.27, -0.44], [2.14, 1.28, 0.66], [-1.44, -1.21, -1.23], [-1.37, -0.53, 1.21], [1.16, 0.75, -0.14], [-0.72, -0.53, -0.16], [0.86, -1.04, -1.30], [1.31, -1.29, 0.49], [-0.24, 2.27, -0.08], [-0.28, 1.13, -1.50], [3.13, 0.75, 0.32], [2.40, 2.31, 0.67], [1.97, 1.04, 1.72], [-1.05, -2.14, -1.64], [-2.46, -1.40, -0.95], [-1.51, -0.53, -2.05], [-0.75, -0.29, 2.04], [-2.11, 0.28, 1.12], [-1.72, -1.49, 1.46]], "mulliken_charge": [-0.791, -0.385, -0.788, -0.948, -1.013, 0.165, 0.071, 0.385, 0.346, 0.398, 0.274, 0.308, 0.338, 0.340, 0.369, 0.403, 0.345, 0.359, 0.370, 0.455], "e_tot_ev": -8366.0062, "total_charge": 1, "e_homo_ev": -13.40, "e_above_lowest_ev": 4.804}